8
Properties=species:S:1:pos:R:3:forces:R:3 method="wB97M-V/def2-TZVPD" smiles="CC(=O)OCl" total_energy_ev=-18737.6576 orbital_gap_ev=10.55 de_lowest_kj_mol=230.9 multiplicity=1 charge=0 lumo_ev=0.06 homo_ev=-10.49 fmax_ev_per_a=6.03
C 1.092627 -0.017437 -0.022596 1.308 4.652 1.506
C -0.260117 -0.424393 -0.030956 -6.028 -0.157 -0.137
O -0.805535 -1.471229 -0.134546 1.132 0.046 0.090
O -1.231022 0.790318 0.068851 0.854 -1.232 -0.053
Cl -2.919343 0.390067 0.031382 1.735 0.094 0.008
H 1.577362 -0.351661 0.916936 0.337 -0.687 -1.269
H 1.475459 -0.055550 -1.044636 0.681 -0.720 0.534
H 1.070566 1.139882 0.215568 -0.019 -1.995 -0.679